Below is a 2-piece molecular cluster, C10H16O overall in a non-equilibrium geometry, with properties calculated with ωB97M-V/def2-TZVPD.

- HOMO-LUMO gap: 9.20 eV
- Molecular weight: 152.24 g mol⁻¹
- LUMO energy: 0.8 eV
- Total energy: -465.8536 a.u.
- Strongest force on any atom: 2.0 eV/Å

Each line ends with the natural charge from an NBO analysis.
Cartesian coordinates (Å):
C: 1.44873 -1.56902 -1.22134  -0.42
C: 2.79731 -2.17800 -0.82399  -0.62
C: 1.04360 -0.36393 -0.39687  -0.03
C: 0.14801 -0.49895 0.66899  -0.19
C: 1.58082 0.88573 -0.68352  -0.20
C: -0.14680 0.63137 1.41538  -0.29
C: 1.27216 2.00251 0.07331  -0.25
C: 0.51026 1.83329 1.22945  0.30
O: 0.20787 2.95265 1.94065  -0.67
H: 1.46759 -1.29043 -2.26950  0.21
H: 0.65021 -2.29536 -1.04716  0.21
H: 3.60006 -2.11186 -1.54362  0.21
H: -0.05556 -1.51900 0.97367  0.21
H: 2.17400 0.97905 -1.59076  0.21
H: -0.74278 0.53341 2.31892  0.20
H: 1.65927 2.98796 -0.11471  0.22
H: -0.48076 2.80544 2.60346  0.48
H: 2.72399 -3.25227 -0.62583  0.21
H: 3.13172 -1.77992 0.13629  0.21
C: -3.54012 -1.17982 -0.22904  -0.61
C: -4.06299 -1.43225 -1.64810  -0.61
H: -3.05930 -0.20969 -0.20251  0.21
H: -4.39040 -1.18635 0.45260  0.20
H: -2.79876 -1.93758 0.01850  0.20
H: -4.83918 -2.19809 -1.69378  0.20
H: -3.26453 -1.79453 -2.30587  0.20
H: -4.36232 -0.52202 -2.14874  0.20

Atomic forces in eV per Å
C -0.3 0.1 0.5
C 0.1 -0.8 0.9
C 0.0 -0.2 -0.1
C 1.6 0.3 -0.5
C -0.3 0.3 -0.5
C 0.2 -0.6 1.6
C 0.5 -0.3 0.8
C -1.3 0.2 -1.5
O 0.2 0.4 0.5
H -0.2 -0.1 -0.2
H 0.1 -0.1 -0.4
H 0.1 0.5 -0.3
H -0.8 0.2 0.1
H 0.1 0.1 0.2
H -0.2 0.0 -0.1
H 0.2 0.2 -0.3
H 0.2 -0.3 -0.2
H -0.3 0.0 -0.2
H 0.1 0.2 -0.2
C -0.4 -0.1 -0.8
C 0.8 -0.4 -0.5
H 0.2 0.2 0.2
H 0.3 0.0 0.3
H -0.1 0.0 0.4
H -0.1 0.2 0.1
H 0.1 -0.1 0.2
H -0.6 0.2 0.1

***

Below is a 2-piece molecular cluster, C10H16O overall in a non-equilibrium geometry, with properties calculated with ωB97M-V/def2-TZVPD.

- HOMO-LUMO gap: 9.16 eV
- Molecular weight: 152.24 g mol⁻¹
- LUMO energy: 0.8 eV
- Total energy: -465.8396 a.u.
- Strongest force on any atom: 2.4 eV/Å

Each line ends with the natural charge from an NBO analysis.
Cartesian coordinates (Å):
C: -1.45073 -2.40186 1.51572  -0.63
C: 2.35413 -0.56547 1.67447  0.30
C: 1.21591 0.23272 1.72388  -0.30
C: 2.33138 -1.93456 1.37114  -0.27
C: -0.04452 -0.37113 1.60584  -0.18
C: 1.07605 -2.50641 1.38447  -0.19
C: -0.09915 -1.76144 1.43274  -0.06
O: 3.58672 0.03280 1.79667  -0.67
H: 1.41282 1.30454 1.81526  0.20
H: 3.44209 0.93646 2.04487  0.47
H: 3.28176 -2.26399 0.96720  0.23
H: -0.99272 0.12380 1.47527  0.21
H: 1.05448 -3.56263 1.14498  0.21
H: -1.87023 -2.56578 0.50022  0.22
H: -2.14369 -1.75997 2.07268  0.21
H: -1.52776 -3.37413 2.02308  0.22
C: -0.63245 1.38940 -2.10396  -0.41
C: -0.40494 2.88778 -1.81390  -0.60
C: -2.00015 1.17792 -2.69500  -0.62
H: 0.21194 0.91114 -2.61166  0.21
H: -0.58096 0.88365 -1.12245  0.19
H: -1.11964 3.17108 -1.04832  0.20
H: -2.22394 0.19532 -3.12450  0.22
H: -0.67788 3.47848 -2.71162  0.20
H: 0.61122 3.17235 -1.58576  0.21
H: -2.78443 1.54517 -2.03265  0.21
H: -2.02530 1.62476 -3.69867  0.20

Atomic forces in eV per Å
C -1.0 -0.5 -0.7
C 0.3 0.3 -0.3
C -0.3 -0.3 0.1
C -0.2 2.3 0.2
C 1.1 -0.8 -0.7
C 0.4 -0.8 -1.3
C 0.0 0.2 1.6
O 0.0 -0.9 -0.2
H -0.6 -0.2 0.0
H 0.1 0.8 0.2
H -0.2 -1.0 0.6
H 0.1 0.6 0.4
H -0.4 -0.1 0.2
H 0.1 0.1 0.5
H 0.1 0.0 -0.3
H 0.6 0.2 -0.1
C 0.8 -0.2 1.6
C -0.7 -0.2 -1.4
C 0.1 -0.4 -1.9
H -0.3 0.3 -0.6
H -0.1 0.1 -0.2
H 0.2 0.3 0.3
H 0.1 -0.6 1.3
H 0.1 -0.2 0.3
H 0.2 -0.1 0.5
H -0.1 -0.1 -0.3
H -0.2 1.1 0.4

***

Below is a 2-piece molecular cluster, C10H16O overall in a non-equilibrium geometry, with properties calculated with ωB97M-V/def2-TZVPD.

- HOMO-LUMO gap: 9.22 eV
- Molecular weight: 152.24 g mol⁻¹
- LUMO energy: 0.8 eV
- Total energy: -465.8302 a.u.
- Strongest force on any atom: 2.4 eV/Å

Each line ends with the natural charge from an NBO analysis.
Cartesian coordinates (Å):
C: 1.28093 -1.64432 1.06039  -0.63
C: -0.45497 0.27539 1.14519  -0.21
C: 0.10818 -0.92010 1.64219  -0.04
C: -1.59133 0.79094 1.77845  -0.25
C: -1.92955 0.37552 3.06384  0.28
C: -0.53538 -1.53309 2.72386  -0.20
C: -1.48012 -0.87793 3.47762  -0.26
O: -2.80871 1.17815 3.77029  -0.68
H: -0.02149 0.87380 0.38787  0.21
H: -2.16792 1.54236 1.26775  0.20
H: 2.00862 -0.94864 0.62626  0.22
H: 1.02930 -2.45830 0.35163  0.22
H: -0.22843 -2.56796 3.00573  0.21
H: -3.48226 1.52745 3.13683  0.48
H: -1.86720 -1.45915 4.36728  0.23
H: 1.71974 -2.25548 1.97199  0.21
C: 0.76723 1.30654 -2.85404  -0.39
C: -0.06265 0.38854 -3.79723  -0.60
C: 2.10587 0.66432 -2.50995  -0.62
H: 0.92900 2.23454 -3.42407  0.19
H: 0.16296 1.58281 -1.93589  0.19
H: -0.21352 -0.56714 -3.30213  0.20
H: 2.76505 0.85477 -3.35025  0.21
H: 2.41351 1.03282 -1.53320  0.21
H: 2.01575 -0.46445 -2.42139  0.20
H: -1.02463 0.89834 -3.98424  0.21
H: 0.56201 0.17027 -4.66479  0.20

Atomic forces in eV per Å
C 0.9 -1.5 1.6
C -0.5 -1.3 1.5
C -0.8 0.2 -0.3
C 1.1 -0.1 0.2
C -1.0 0.1 -1.1
C 0.8 -0.5 -0.2
C -0.7 -0.7 1.5
O -0.8 -0.5 -0.3
H 0.4 0.0 -1.1
H 0.1 0.7 0.2
H 0.0 -0.4 0.1
H -0.1 0.7 0.0
H -0.2 1.0 -0.1
H 0.9 -0.3 0.8
H 0.3 1.3 -0.9
H -0.2 1.4 -1.9
C -1.1 -0.1 -0.1
C 0.4 0.8 1.1
C -0.9 -1.2 0.2
H 0.1 0.0 0.4
H 0.7 -0.4 -1.0
H -0.3 -0.1 0.1
H 0.6 0.1 0.3
H 0.7 0.1 -0.3
H 0.0 1.2 0.0
H 0.4 -0.6 -0.5
H -0.5 0.2 -0.4